Record 1
C33H76F7N6O14S5Y as an isolated structure in a non-equilibrium geometry. Source: the Open Molecules 2025 dataset; level of theory: ωB97M-V/def2-TZVPD.

Element x y z (Å)
Y -1.67186 2.60980 0.87403
N -0.57817 0.86781 0.14528
S 0.71142 0.41549 -0.54181
O 0.76431 -0.26668 -1.82815
O 1.76436 0.17546 0.40276
F 1.08030 1.88788 -1.11994
S -0.89855 -0.82550 0.46138
O 0.01737 -1.60556 1.26756
O -1.67869 -1.64028 -0.49620
F -1.99267 -0.49719 1.63125
N -1.15202 2.42656 3.03243
S -1.72851 2.11146 4.44037
O -1.51785 3.11975 5.46680
O -2.03335 0.69728 4.68565
F -3.26518 2.45085 4.04072
S 0.41588 2.16602 3.65532
O 0.70044 0.84951 4.16989
O 1.17608 3.28334 4.08781
F 1.08014 2.00580 2.20765
C 0.51568 -3.44505 -1.76092
C 0.18611 -4.22482 -0.42572
C 1.37394 -4.49525 0.54358
C 2.48806 -5.43457 -0.08142
N 3.90945 -5.41716 0.58435
C 4.72881 -4.35564 -0.17559
C 6.22105 -4.80698 -0.00486
C 6.19054 -6.31811 0.23268
C 4.67301 -6.73634 0.36122
C 3.93890 -5.08326 2.11231
H 1.01810 -4.12537 -2.44856
H 1.10269 -2.56483 -1.49877
H -0.36948 -3.29119 -2.37811
H -0.36466 -5.14403 -0.62524
H -0.61185 -3.67047 0.06831
H 0.95027 -4.96509 1.43120
H 1.78343 -3.53663 0.86213
H 2.66418 -5.17667 -1.12572
H 2.08047 -6.44293 -0.15346
H 4.44483 -3.40052 0.26621
H 4.58915 -4.34102 -1.25650
H 6.56730 -4.28403 0.88662
H 6.91605 -4.69983 -0.83768
H 6.67012 -6.52147 1.19015
H 6.79122 -7.02708 -0.33709
H 4.60872 -7.43832 1.19260
H 4.36585 -7.21654 -0.56784
H 4.84057 -5.49485 2.56583
H 3.02691 -5.49043 2.54888
H 3.80411 -4.03141 2.36440
C -1.49485 8.08603 -5.14560
C -0.60348 8.30434 -3.94816
C 0.95288 7.84074 -4.06710
C 0.98976 6.30859 -3.93500
N 2.44277 5.75368 -4.19907
C 2.81748 5.69442 -5.67812
C 2.17496 4.50079 -6.18614
C 2.18804 3.50770 -4.97906
C 2.45651 4.29409 -3.69626
C 3.54552 6.57574 -3.45253
H -1.10309 8.63818 -5.99986
H -2.52665 8.40252 -4.99285
H -1.53939 7.02460 -5.38949
H -1.12221 7.85167 -3.10311
H -0.72419 9.34740 -3.65565
H 1.51301 8.25036 -3.22652
H 1.56716 8.18580 -4.89877
H 0.28071 5.74810 -4.54426
H 0.76975 6.08358 -2.89141
H 3.89512 5.85678 -5.69900
H 2.45978 6.57566 -6.21063
H 2.75065 4.11582 -7.02784
H 1.13470 4.59496 -6.49774
H 2.98278 2.77322 -5.10955
H 1.26225 2.93956 -4.88828
H 3.45272 4.16975 -3.27176
H 1.75558 4.14082 -2.87571
H 3.49598 7.52603 -3.98413
H 4.51436 6.07909 -3.50544
H 3.13154 6.58224 -2.44422
C -5.39017 3.83049 -6.72737
O -5.15328 2.52492 -5.94979
C -6.33462 1.99998 -5.43786
C -5.97661 1.24635 -4.11590
N -4.95582 0.12791 -4.33554
H -4.69053 -0.27250 -5.22402
H -4.11150 0.59780 -4.04154
C -4.96276 -1.04858 -3.31688
C -3.45288 -1.29089 -2.98989
O -2.73036 -2.15674 -3.86387
C -2.48270 -1.63668 -5.11563
H -4.42492 4.06143 -7.17798
H -5.72089 4.55497 -5.98315
H -6.12454 3.67253 -7.51722
H -6.91986 1.44011 -6.16734
H -7.00072 2.84594 -5.26826
H -6.80869 0.76455 -3.60247
H -5.40681 1.90496 -3.46042
H -5.30086 -1.84493 -3.97990
H -5.66327 -0.76846 -2.53016
H -3.51841 -1.96459 -2.13553
H -2.87778 -0.45956 -2.58217
H -3.20107 -1.89675 -5.89307
H -1.60389 -2.25240 -5.30714
H -2.19246 -0.59390 -5.24400
C -0.97851 -2.56734 8.71828
C 0.23457 -3.39250 8.05007
N 0.45609 -3.00717 6.55736
C 1.35040 -4.15333 6.12916
C -0.84279 -3.13777 5.71423
C -0.72670 -2.79435 4.25119
C 1.05716 -1.61447 6.20648
C 2.22199 -1.13445 7.12214
O 3.30014 -2.08722 7.47102
C 4.10403 -1.74976 8.61202
H -0.91526 -2.76233 9.78884
H -1.95127 -2.83005 8.30257
H -0.90864 -1.49375 8.54329
H -0.06177 -4.43380 8.17652
H 1.12398 -3.16738 8.63860
H 1.71564 -3.96519 5.11956
H 0.79245 -5.08812 6.18362
H 2.19226 -4.12458 6.82093
H -1.58712 -2.46875 6.14609
H -1.17961 -4.17435 5.72636
H -1.52142 -3.15311 3.59712
H 0.14714 -3.33383 3.88587
H -0.52776 -1.76020 3.97001
H 0.32401 -0.80789 6.20285
H 1.53466 -1.74154 5.23491
H 1.63558 -0.81033 7.98190
H 2.65280 -0.18624 6.80059
H 4.78204 -2.43513 9.12062
H 3.53218 -1.31424 9.43142
H 4.66802 -0.87335 8.29277
C -6.05502 0.76427 1.48532
F -6.62820 2.04439 1.59207
F -5.40165 0.45854 2.59045
F -7.02117 -0.16003 1.24927
S -4.72965 0.83439 0.11764
O -5.38066 1.55210 -0.96658
O -3.55927 1.43180 0.68848
O -4.56071 -0.55321 -0.19826

Properties
**Highest occupied orbital energy**: -0.622 hartree
**Orbital gap**: 5.71 eV
**Net charge**: +4
**Strongest force on any atom**: 0.24170 hartree/bohr
**LUMO energy**: -0.412 Ha
**E_tot**: -5411.544642 Ha

---

Record 2
A 8-piece molecular cluster, C33H77N5O14 overall in a non-equilibrium geometry. Source: the Open Molecules 2025 dataset; level of theory: ωB97M-V/def2-TZVPD.

Element x y z (Å)
C -5.80441 2.29880 -0.98926
O -5.78103 2.89367 0.32726
C -4.65530 3.35418 0.94768
C -3.88211 2.14971 1.58651
O -4.45068 1.47279 2.79505
C -4.18106 1.88973 4.09939
C -5.10345 3.03808 4.58855
O -6.48284 2.75110 4.60854
C -7.17381 2.58556 3.39757
H -6.75357 1.88048 -1.32423
H -5.06156 1.51597 -0.83610
H -5.45107 2.97512 -1.76762
H -4.84758 4.23516 1.56006
H -4.19951 4.01425 0.20967
H -2.88056 2.57485 1.65161
H -3.93298 1.40178 0.79525
H -3.13865 2.01461 4.39246
H -4.50871 1.05380 4.71742
H -4.82903 3.98254 4.11868
H -4.79239 3.22471 5.61642
H -7.11747 3.51071 2.82395
H -8.24116 2.42365 3.54807
H -6.80855 1.79492 2.74216
C 1.78661 3.63678 2.55176
O 2.34249 2.29747 2.44360
C 3.72995 2.30422 2.09631
C 4.25271 0.87217 2.13216
O 3.68544 0.29089 0.94268
C 3.86263 -1.23678 0.72929
C 5.29694 -1.86995 0.67215
O 5.24529 -3.18019 0.13918
C 6.36017 -4.01031 0.42101
H 2.50918 4.39785 2.84631
H 1.01159 3.62948 3.31819
H 1.30523 3.81071 1.58940
H 4.43855 2.91496 2.65577
H 3.77128 2.81294 1.13320
H 4.08533 0.33474 3.06557
H 5.32413 0.95953 1.95182
H 3.37253 -1.33827 -0.23901
H 3.18418 -1.76003 1.40310
H 5.54817 -1.89293 1.73255
H 5.94277 -1.14727 0.17341
H 7.37892 -3.62406 0.38851
H 6.21331 -4.86544 -0.23877
H 6.28595 -4.29304 1.47108
C 5.87561 -5.07178 -4.98042
O 6.44545 -4.26806 -3.85069
C 5.59160 -3.90995 -2.83595
C 4.34917 -2.97988 -3.03760
O 3.50139 -3.53147 -4.10930
C 2.53774 -2.59464 -4.52724
C 1.26255 -2.72349 -3.70638
O 1.31701 -2.65036 -2.26056
C 0.16468 -3.07606 -1.59210
H 6.59843 -5.29314 -5.76568
H 5.16280 -4.35689 -5.39141
H 5.44326 -6.05209 -4.77994
H 6.33235 -3.47964 -2.16198
H 5.19823 -4.86991 -2.50154
H 4.77680 -2.01444 -3.30810
H 3.75606 -2.86758 -2.13001
H 2.31001 -2.84606 -5.56311
H 2.87544 -1.56289 -4.42965
H 0.85524 -3.69688 -3.97969
H 0.58960 -1.95628 -4.08930
H -0.76030 -2.65997 -1.99134
H 0.25650 -2.70557 -0.57112
H 0.09983 -4.15617 -1.72350
C -5.29460 -2.67468 1.71629
N -3.84480 -2.88295 1.61347
C -3.39999 -4.07258 0.86823
C -3.00437 -2.06865 2.14281
O -1.77958 -2.11673 1.90186
H -5.40434 -2.11578 2.64563
H -5.98540 -3.51782 1.71865
H -5.67775 -1.96727 0.98086
H -2.32465 -4.22172 0.96566
H -3.91882 -4.94683 1.26145
H -3.59792 -3.89058 -0.18808
H -3.52669 -1.39372 2.83839
C -0.70681 1.04287 -2.73412
N -0.47563 0.84775 -1.27799
C 0.62280 1.50945 -0.63666
C -1.40754 0.28507 -0.52235
O -2.52383 0.10519 -0.87365
H -0.29129 0.20262 -3.29040
H -0.09262 1.93822 -2.83012
H -1.71867 1.27340 -3.06740
H 0.29735 2.53408 -0.45685
H 0.92262 1.12054 0.33645
H 1.52800 1.49381 -1.24366
H -0.99360 -0.08833 0.42708
C -0.22563 0.52726 3.63684
N 0.74354 -0.26284 4.48520
C 1.32650 -1.35496 3.70651
C 1.12337 0.19131 5.71436
O 1.73924 -0.47951 6.51733
H -0.29512 1.52006 4.08138
H -1.17091 0.24900 3.17089
H 0.35920 0.74811 2.74393
H 1.73118 -1.99574 4.48993
H 0.79945 -1.94654 2.95795
H 2.24541 -0.98110 3.25494
H 0.71541 1.20021 5.88131
C -5.09236 -0.13521 -4.45046
N -5.99455 -0.48302 -3.44875
C -5.39957 -0.98731 -2.20711
C -7.34333 -0.43694 -3.53622
O -7.99274 -0.29975 -4.53549
H -4.81973 -1.13393 -4.79153
H -4.22986 0.34967 -3.99320
H -5.52648 0.46209 -5.25226
H -4.35418 -0.67971 -2.18173
H -5.78927 -0.65027 -1.24657
H -5.58744 -2.06045 -2.17291
H -7.82098 -0.39262 -2.54521
C 3.89001 4.13616 -1.51664
N 5.12360 4.69397 -1.16394
C 6.24273 3.76765 -1.25075
C 5.38853 6.02135 -1.29999
O 6.53569 6.51994 -1.27263
H 3.16024 4.74588 -0.98396
H 3.75792 3.10586 -1.18629
H 3.93323 3.89169 -2.57799
H 5.85648 2.90167 -0.71318
H 6.44935 3.43494 -2.26796
H 7.21583 3.98216 -0.80899
H 4.50807 6.67909 -1.23404

Properties
**Highest occupied orbital energy**: -0.331 hartree
**Orbital gap**: 9.12 eV
**SMILES**: COCCOCCOC.COCCOCCOC.COCCOCCOC.CN(C)C=O.CN(C)C=O.CN(C)C=O.CN(C)C=O.CN(C)C=O
**Strongest force on any atom**: 0.09337 hartree/bohr
**LUMO energy**: 0.004 Ha
**E_tot**: -2630.285394 Ha
**Energy above the lowest of the compared OMol25 structures with the same formula, charge and spin**: 0.000 eV

---

Record 3
A 4-piece molecular cluster, C33H78B2ClIN5O7P overall in a non-equilibrium geometry. Source: the Open Molecules 2025 dataset; level of theory: ωB97M-V/def2-TZVPD.

Element x y z (Å)
C 4.48182 -3.67987 -4.91922
B 4.72934 -4.23575 -3.39266
O 6.03297 -4.66071 -2.95264
C 3.46752 -4.33140 -2.32869
C 3.00673 -5.85972 -2.33074
C 2.57874 -6.47640 -3.73860
O 3.59043 -7.47962 -4.11439
C 1.18090 -7.25398 -3.73974
N 0.95532 -8.13245 -2.54982
O 2.52860 -3.33696 -2.73829
C 1.42478 -3.05489 -1.87591
C 0.13857 -3.97155 -2.14306
C -0.71580 -3.65055 -3.44354
C -1.87741 -4.80178 -3.50606
I 0.33300 -3.76214 -5.34239
B 1.10188 -1.45138 -2.14794
O 2.23986 -0.59224 -2.47232
N -0.23205 -0.81384 -2.05086
C -0.62495 -0.42110 -0.66616
C -0.35217 0.40065 -2.94186
C 1.69485 -3.11208 -0.29348
C 2.91891 -2.15431 0.18568
C 3.48134 -2.77090 1.56348
O 4.70413 -2.88320 1.78387
O 1.77467 -4.43645 0.28116
C 0.63811 -4.77239 1.10241
P 1.15296 -6.35378 2.09024
O 1.07364 -5.89833 3.74449
Cl 3.13889 -6.87140 1.53927
H 4.73959 -2.55629 -4.94034
H 3.39316 -3.76782 -5.22691
H 5.17795 -4.19740 -5.66583
H 6.68807 -4.33204 -3.60980
H 3.98265 -4.15578 -1.30920
H 3.92317 -6.46520 -1.98229
H 2.19022 -6.11629 -1.57224
H 2.54889 -5.75221 -4.60941
H 3.50699 -8.15407 -3.40202
H 1.10292 -7.92474 -4.66951
H 0.35217 -6.47998 -3.83675
H 0.50533 -7.51676 -1.84313
H 0.17824 -8.76243 -2.82557
H -0.56517 -3.79948 -1.24481
H 0.34918 -5.09461 -2.14067
H -1.28571 -2.67264 -3.43469
H -1.60456 -5.53622 -4.34078
H -2.88931 -4.37133 -3.78379
H -1.88280 -5.39395 -2.52383
H 2.32455 0.07838 -1.75545
H -1.40262 0.41266 -0.73882
H 0.23397 -0.16959 0.03602
H -1.19412 -1.31772 -0.21457
H -0.04154 1.34322 -2.36764
H 0.29572 0.30245 -3.88564
H -1.42263 0.53394 -3.32537
H 0.76591 -2.62386 0.18986
H 3.78853 -2.15605 -0.54206
H 2.58018 -1.08935 0.38784
H 2.75871 -3.12999 2.37797
H 0.31530 -3.95736 1.82946
H -0.22920 -5.13563 0.43933
H 1.36055 -4.95719 3.76224
C -0.27419 0.34410 3.59022
C -0.02986 1.81182 3.25711
N -1.02560 2.39995 2.36300
C -0.64544 3.72724 1.88198
C -0.53854 4.85012 2.91324
C -2.41900 2.27165 2.77866
C -2.81379 2.87718 4.12555
H -0.29588 -0.26951 2.68518
H 0.53307 -0.02716 4.22785
H -1.20809 0.19527 4.13690
H 0.95057 1.86966 2.77254
H 0.05042 2.37246 4.19657
H -1.33976 4.03980 1.09485
H 0.32470 3.63841 1.37771
H -1.51944 5.21925 3.21290
H -0.00349 5.70059 2.47618
H 0.01246 4.54993 3.80735
H -2.67711 1.20741 2.79298
H -3.06848 2.69023 2.00149
H -2.07276 2.68940 4.90516
H -3.75770 2.43809 4.46364
H -2.97744 3.95193 4.05091
C -9.56382 1.75040 -0.27174
C -8.10859 1.29808 -0.28206
N -7.18767 2.23284 0.35771
C -5.78427 1.89225 0.13623
C -5.26740 0.58391 0.73456
C -7.51813 2.62517 1.72439
C -7.61808 1.51795 2.77377
H -9.68236 2.71456 -0.77212
H -10.17904 1.01883 -0.80266
H -9.96410 1.83025 0.74153
H -7.81660 1.18465 -1.33111
H -8.05109 0.29976 0.16963
H -5.15310 2.71360 0.49235
H -5.61295 1.85899 -0.94691
H -5.09597 0.66911 1.80788
H -4.30221 0.32883 0.28198
H -5.93947 -0.25733 0.55169
H -8.46978 3.16615 1.70621
H -6.79581 3.37336 2.06966
H -8.13604 0.63140 2.40241
H -8.17946 1.88172 3.63987
H -6.63541 1.22059 3.13981
C 5.14317 8.32428 -0.45481
C 4.52143 6.97886 -0.10033
N 4.90139 6.47298 1.21526
C 4.48209 5.09119 1.43770
C 2.98145 4.80343 1.48309
C 4.67265 7.37486 2.33999
C 3.23965 7.84630 2.58840
H 6.23448 8.27493 -0.43024
H 4.84288 8.61203 -1.46607
H 4.81350 9.12093 0.21601
H 4.85520 6.26290 -0.85837
H 3.43201 7.06071 -0.20371
H 4.93790 4.71974 2.36141
H 4.92052 4.47438 0.64345
H 2.53856 5.10931 2.43123
H 2.81146 3.72448 1.39119
H 2.43525 5.28464 0.66844
H 5.30519 8.25841 2.20643
H 5.05518 6.91265 3.25671
H 2.71557 8.10481 1.66596
H 3.25097 8.74257 3.21623
H 2.65638 7.09662 3.12317

Properties
**Highest occupied orbital energy**: -0.306 hartree
**Orbital gap**: 8.27 eV
**SMILES**: CB(O)[C@H](C[C@@H](O)CN)O[C@](C[C@H](C)I)(B(O)N(C)C)[C@H](CC=O)OCP(O)Cl.CCN(CC)CC.CCN(CC)CC.CCN(CC)CC
**Strongest force on any atom**: 0.07583 hartree/bohr
**LUMO energy**: -0.002 Ha
**E_tot**: -3253.482481 Ha